{
  "formula": "C23H35ClF3N2O8S2",
  "method": "wB97M-V/def2-TZVPD",
  "total_charge": 1,
  "orbital_gap_ev": 8.181,
  "e_homo_ev": -11.24,
  "elements": ["C", "C", "C", "C", "C", "C", "C", "C", "C", "C", "N", "F", "C", "C", "C", "C", "C", "S", "O", "O", "Cl", "C", "N", "C", "S", "H", "H", "H", "H", "H", "H", "H", "H", "H", "H", "H", "H", "H", "H", "H", "H", "H", "H", "H", "H", "H", "H", "H", "H", "H", "H", "H", "H", "H", "C", "C", "O", "C", "O", "O", "F", "H", "H", "H", "C", "C", "O", "C", "O", "O", "F", "H", "H", "H"],
  "xyz": [[-0.1791, 1.8400, -0.7527], [-0.3326, 0.5024, -0.6912], [-0.3181, -0.1717, 0.6675], [-0.9326, -1.6143, 0.7239], [-2.3635, -1.7028, 1.3516], [-3.5623, -1.6764, 0.3718], [-4.0441, -0.3097, -0.1715], [-3.5883, -0.0023, -1.6248], [-3.7135, 0.8983, 0.7282], [-0.0754, -2.2928, 1.8643], [1.1846, -2.7997, 1.1644], [2.3242, -2.2524, 1.6820], [0.9818, -2.6256, -0.3092], [1.7889, -3.6369, -1.1300], [1.7048, -3.3972, -2.6520], [3.0995, -3.2176, -3.3184], [3.2586, -1.8167, -3.9525], [4.9105, -1.1314, -3.6548], [5.8104, -1.8774, -4.4864], [4.8891, 0.2825, -3.8861], [5.3243, -1.4184, -1.6643], [-0.5639, -2.5926, -0.4080], [-1.0529, -2.3260, -1.7647], [-1.4942, -3.3092, -2.3383], [-2.2503, -4.5431, -2.9339], [-0.6812, 2.4607, -0.0184], [0.4497, 2.3368, -1.4856], [-0.4483, -0.0520, -1.6201], [-0.8179, 0.4577, 1.4234], [0.7342, -0.2626, 0.9638], [-2.4406, -0.9838, 2.1676], [-2.3993, -2.6975, 1.8169], [-3.3474, -2.3968, -0.4239], [-4.4028, -2.1034, 0.9292], [-5.1347, -0.3646, -0.2126], [-3.0531, 0.9446, -1.7055], [-2.9995, -0.8024, -2.0762], [-4.4735, 0.1138, -2.2584], [-4.4427, 1.6855, 0.5188], [-3.7873, 0.6594, 1.7905], [-2.7445, 1.3163, 0.4628], [-0.4777, -3.2180, 2.2775], [0.1302, -1.5368, 2.6166], [1.2033, -3.8142, 1.3116], [1.4893, -1.6712, -0.4968], [1.4487, -4.6541, -0.8837], [2.8297, -3.5773, -0.7946], [1.1808, -4.1944, -3.1768], [1.1597, -2.4660, -2.8165], [3.9172, -3.4137, -2.6239], [3.2101, -3.9412, -4.1271], [3.1301, -1.8174, -5.0346], [2.5617, -1.0715, -3.5594], [-0.9624, -3.5674, -0.0822], [0.5267, 6.9092, 0.1149], [0.7197, 5.5919, 0.8250], [-0.3804, 4.8285, 0.3635], [-0.6901, 5.3009, -0.8827], [-1.3758, 4.7302, -1.6600], [-0.0980, 6.4983, -1.1043], [0.6305, 5.7279, 2.1730], [-0.1427, 7.5728, 0.6641], [1.4612, 7.4285, -0.0820], [1.6491, 5.0750, 0.5773], [1.4432, 2.5220, 4.4772], [0.6404, 1.3748, 5.0395], [-0.6250, 1.5550, 4.4196], [-0.3996, 2.1778, 3.2291], [-1.1907, 2.2577, 2.3483], [0.8529, 2.6868, 3.1807], [0.4956, 1.4630, 6.3775], [1.3102, 3.4359, 5.0571], [2.5046, 2.3011, 4.3982], [1.0303, 0.3853, 4.7868]],
  "atomic_forces_ev_per_a": [[-0.13, -0.48, 0.22], [0.20, 1.03, 0.12], [-1.51, -0.66, -0.99], [0.40, -0.06, 2.24], [0.09, -0.64, -1.28], [0.02, 0.34, 0.69], [0.25, 0.34, -0.43], [-0.61, -0.01, -0.13], [-0.46, -0.25, -0.34], [-0.24, 0.12, -0.88], [-1.47, -0.52, 0.20], [0.27, -0.14, -0.37], [1.27, 0.60, -1.04], [-0.43, -0.76, 0.49], [0.81, 0.56, -0.06], [-0.39, 0.08, -0.61], [0.15, -0.02, 1.21], [0.28, 0.92, -2.89], [-0.11, -0.50, 1.15], [-0.40, -0.30, 0.85], [-0.19, -0.13, -0.09], [0.07, 0.63, 0.36], [0.50, -0.82, 0.29], [-1.05, -0.13, -0.05], [0.59, 0.58, -0.02], [1.07, 0.04, 0.65], [-1.09, 0.00, -0.81], [1.15, -0.38, 0.19], [0.22, -0.36, -0.38], [-0.04, 0.28, -0.10], [-0.04, 0.13, -0.16], [-0.19, 0.11, 0.01], [-0.16, 0.18, -0.11], [0.12, -0.03, 0.01], [0.08, -0.20, 0.10], [0.17, -0.15, 0.08], [0.09, 0.11, 0.13], [0.11, -0.04, 0.00], [0.08, -0.02, 0.07], [0.12, 0.15, -0.01], [0.13, -0.11, 0.35], [-0.36, 0.35, 0.19], [0.44, -0.38, 0.21], [0.77, 0.09, 0.45], [-0.78, 0.25, -0.20], [0.02, 0.07, -0.06], [-0.07, 0.06, -0.06], [-0.19, 0.02, 0.29], [-0.17, -0.22, -0.09], [-0.14, -0.01, 0.02], [0.07, -0.04, 0.14], [0.41, 0.05, -0.01], [0.11, -0.10, 0.17], [0.18, -0.05, -0.08], [0.20, 0.32, -0.12], [-0.32, 0.02, 0.34], [0.39, 0.22, -0.26], [-0.30, 0.04, -0.19], [-0.03, -0.04, 0.05], [0.05, -0.18, 0.22], [0.02, -0.08, -0.04], [-0.02, -0.13, 0.12], [-0.04, -0.05, -0.21], [0.02, -0.01, 0.15], [0.36, 0.14, -0.08], [-0.21, 0.28, 0.33], [0.31, -0.29, -0.32], [-0.15, 0.51, -0.06], [-0.03, 0.07, 0.33], [-0.06, -0.25, 0.15], [-0.04, -0.07, -0.04], [-0.12, -0.08, 0.10], [-0.04, 0.00, -0.22], [-0.01, -0.03, 0.12]]
}

***

{
  "formula": "C23H35FI2O10P",
  "method": "wB97M-V/def2-TZVPD",
  "total_charge": 1,
  "orbital_gap_ev": 8.505,
  "e_homo_ev": -11.94,
  "elements": ["C", "C", "I", "C", "I", "P", "F", "H", "H", "H", "H", "H", "O", "C", "O", "C", "C", "C", "H", "H", "H", "H", "H", "H", "O", "C", "O", "C", "C", "C", "H", "H", "H", "H", "H", "H", "O", "C", "O", "C", "C", "C", "H", "H", "H", "H", "H", "H", "O", "C", "O", "C", "C", "C", "H", "H", "H", "H", "H", "H", "O", "C", "O", "C", "C", "C", "H", "H", "H", "H", "H", "H"],
  "xyz": [[1.9988, 1.5103, -1.3758], [0.6911, 1.9495, -0.8032], [0.6368, 3.8621, 0.0757], [-0.3995, 1.1657, -0.7958], [-0.3872, -0.7799, -1.5818], [-1.9058, 1.7268, -0.0904], [-3.0745, 1.0277, -0.7697], [2.3253, 0.6535, -0.8017], [2.7019, 2.3230, -1.3506], [1.8114, 1.1744, -2.3914], [-2.0634, 3.0844, -0.3421], [-1.8881, 1.4867, 1.2872], [1.4718, -1.8294, -5.0476], [0.4342, -1.6269, -5.6070], [-0.7582, -1.7902, -4.9901], [-1.8361, -1.5815, -5.9272], [-1.2333, -0.7327, -7.0387], [0.2200, -1.2078, -7.0467], [-2.1749, -2.5557, -6.2823], [-2.6594, -1.0849, -5.4182], [-1.7459, -0.8491, -7.9905], [-1.2720, 0.3227, -6.7631], [0.3637, -2.0793, -7.6860], [0.9159, -0.4223, -7.3254], [4.5059, 1.3231, 0.0357], [5.1022, 2.2945, 0.4015], [4.5091, 3.5069, 0.5069], [5.4883, 4.5078, 0.8616], [6.6278, 3.7338, 1.5099], [6.5685, 2.3998, 0.7653], [5.7991, 5.0225, -0.0490], [5.0310, 5.2289, 1.5339], [7.5858, 4.2426, 1.4369], [6.4124, 3.5737, 2.5669], [7.1544, 2.4159, -0.1546], [6.8709, 1.5606, 1.3840], [-1.4840, 2.9851, 4.0588], [-2.5752, 2.5156, 4.2040], [-3.3133, 2.1004, 3.1359], [-4.6214, 1.6678, 3.5786], [-4.4407, 1.3292, 5.0515], [-3.3514, 2.3142, 5.4807], [-5.3263, 2.4857, 3.4204], [-4.9347, 0.8124, 2.9840], [-5.3621, 1.4095, 5.6229], [-4.0684, 0.3089, 5.1544], [-3.7673, 3.2732, 5.7952], [-2.7059, 1.9070, 6.2581], [-1.2514, 0.9816, 7.2407], [-0.4894, 0.3997, 6.5261], [-0.8892, -0.5797, 5.6809], [0.2548, -1.1657, 5.0290], [1.3458, -0.1063, 5.1132], [1.0097, 0.5885, 6.4317], [0.5208, -2.0820, 5.5584], [-0.0113, -1.4176, 4.0052], [2.3504, -0.5215, 5.0715], [1.2394, 0.6014, 4.2895], [1.4759, 0.0973, 7.2867], [1.2623, 1.6444, 6.4248], [-3.1750, -5.2030, -6.3702], [-2.5802, -5.2706, -5.3381], [-1.3887, -4.6539, -5.1422], [-0.8613, -4.9869, -3.8476], [-2.0693, -5.4169, -3.0249], [-2.9724, -6.0402, -4.0896], [-0.1322, -5.7906, -3.9649], [-0.3591, -4.1154, -3.4337], [-1.8136, -6.0871, -2.2068], [-2.5598, -4.5390, -2.5998], [-2.7555, -7.0968, -4.2488], [-4.0277, -5.9058, -3.8727]],
  "atomic_forces_ev_per_a": [[-0.95, 0.36, 0.02], [-0.05, -0.15, -0.10], [0.03, -0.32, -0.01], [-0.16, 0.12, -0.05], [-0.07, 0.25, 0.03], [1.58, 0.51, 0.21], [-0.71, -0.49, -0.02], [0.44, -0.08, 0.12], [0.42, -0.07, 0.01], [0.11, -0.05, -0.28], [-0.29, 0.00, 0.10], [-0.54, 0.00, -0.04], [0.04, 0.06, 0.30], [0.19, -0.23, -0.30], [-0.15, 0.18, 0.10], [-0.19, -0.03, -0.21], [0.11, 0.01, -0.05], [-0.43, 0.29, 0.13], [0.06, 0.01, 0.00], [0.07, -0.03, 0.17], [-0.02, -0.08, 0.02], [-0.02, 0.00, -0.01], [0.08, -0.01, 0.01], [0.19, -0.16, -0.03], [-0.05, -0.02, 0.18], [0.34, -0.15, -0.17], [-0.03, 0.04, 0.04], [0.16, 0.13, 0.08], [0.06, -0.11, -0.04], [-0.11, 0.38, 0.39], [0.00, -0.04, -0.03], [-0.16, -0.05, -0.05], [-0.02, 0.04, -0.06], [-0.01, 0.03, 0.01], [0.00, -0.10, -0.02], [0.02, -0.15, -0.19], [0.18, -0.15, -0.29], [0.02, 0.34, 0.41], [-0.08, -0.17, -0.26], [-0.20, -0.11, 0.17], [0.07, 0.05, 0.08], [-0.27, -0.44, -0.16], [0.04, 0.04, 0.00], [0.12, 0.04, -0.12], [-0.03, 0.05, -0.04], [0.00, 0.00, 0.01], [0.09, 0.05, 0.00], [-0.10, 0.31, -0.08], [-0.06, -0.10, 0.03], [0.29, 0.03, 0.32], [-0.03, 0.04, -0.13], [0.17, -0.03, -0.09], [0.07, 0.06, 0.07], [0.02, -0.10, -0.52], [-0.01, 0.01, 0.03], [-0.17, -0.01, 0.04], [-0.03, -0.07, 0.03], [-0.01, 0.00, -0.01], [-0.02, 0.06, 0.06], [-0.05, 0.03, 0.23], [-0.01, 0.25, -0.15], [-0.10, -0.41, 0.05], [0.04, 0.01, 0.05], [0.04, -0.01, 0.23], [-0.10, -0.12, -0.03], [0.21, 0.41, 0.33], [-0.01, -0.01, -0.03], [0.05, 0.08, -0.22], [0.05, -0.03, -0.04], [0.02, 0.01, 0.00], [-0.07, -0.02, -0.05], [-0.07, -0.17, -0.18]]
}

***

{
  "formula": "C23H35IN3O9",
  "method": "wB97M-V/def2-TZVPD",
  "total_charge": 1,
  "orbital_gap_ev": 9.153,
  "e_homo_ev": -12.34,
  "elements": ["C", "C", "C", "N", "C", "I", "C", "N", "C", "O", "C", "C", "O", "C", "C", "C", "C", "C", "N", "C", "C", "O", "H", "H", "H", "H", "H", "H", "H", "H", "H", "H", "H", "H", "H", "H", "H", "H", "H", "H", "H", "H", "H", "H", "H", "C", "C", "C", "O", "C", "O", "O", "H", "H", "H", "H", "H", "H", "C", "C", "C", "O", "C", "O", "O", "H", "H", "H", "H", "H", "H"],
  "xyz": [[-3.5891, 3.3730, -0.4718], [-2.5368, 3.7932, 0.6295], [-1.5452, 4.8928, 0.1294], [-0.8906, 4.6097, -1.1615], [-0.0621, 3.4395, -1.1712], [1.3208, 3.7244, -2.8916], [0.8688, 3.2644, 0.0690], [1.6495, 1.9752, 0.0398], [2.5362, 1.8671, 1.2489], [1.8113, 1.4579, 2.3860], [2.7214, 1.0189, 3.3911], [2.7937, 1.8209, 4.7198], [3.3962, 0.0573, 3.2625], [0.6222, 0.8965, -0.0270], [-0.1417, 1.0786, -1.3732], [-1.1933, -0.0514, -1.4785], [-1.2960, -1.1938, -0.6213], [-2.3130, -2.1539, -0.8433], [-3.3044, -2.1917, -1.7570], [-3.1468, -1.0802, -2.5442], [-2.1917, -0.0491, -2.5019], [-0.8409, 2.3066, -1.5032], [-3.3092, 2.4133, -0.9505], [-3.7334, 4.1720, -1.2290], [-4.5623, 3.1847, 0.0405], [-1.9684, 2.9232, 1.0251], [-3.1400, 4.2708, 1.4371], [-0.8313, 5.1642, 0.9549], [-2.1538, 5.8173, -0.0232], [-0.4300, 5.4180, -1.5647], [1.5762, 4.1185, 0.1676], [0.3238, 3.2321, 1.0443], [2.2842, 1.9125, -0.7679], [3.2527, 1.0396, 1.0027], [3.1544, 2.7819, 1.3826], [3.5572, 2.6182, 4.6030], [3.1364, 1.1197, 5.5099], [1.7862, 2.2216, 4.9604], [1.0905, -0.1117, -0.0212], [-0.0872, 0.9294, 0.8223], [0.5896, 0.8915, -2.2046], [-0.5875, -1.3309, 0.2120], [-2.3053, -3.0271, -0.1548], [-3.9080, -0.9857, -3.3488], [-2.2138, 0.7584, -3.2528], [-4.1861, -3.8941, -5.4953], [-3.2361, -4.0228, -6.6653], [-1.9130, -3.3370, -6.4528], [-1.5217, -3.0046, -7.7834], [-2.6652, -2.8830, -8.5173], [-2.7148, -2.4299, -9.6125], [-3.7408, -3.3468, -7.8210], [-5.0100, -4.6010, -5.6044], [-3.6831, -4.1011, -4.5488], [-4.6346, -2.8998, -5.4516], [-3.0966, -5.0768, -6.9234], [-1.1769, -3.9917, -5.9873], [-1.9898, -2.4139, -5.8696], [3.1598, -3.1678, 4.7847], [4.1758, -2.5081, 5.6933], [4.9616, -3.4832, 6.5272], [5.2854, -2.7032, 7.6802], [4.3201, -1.7516, 7.8046], [4.1768, -1.0566, 8.7560], [3.5355, -1.7046, 6.6886], [2.8024, -2.4529, 4.0413], [3.5908, -4.0188, 4.2551], [2.2848, -3.5000, 5.3461], [4.8390, -1.8608, 5.1112], [5.8663, -3.8237, 6.0253], [4.3807, -4.3538, 6.8439]],
  "atomic_forces_ev_per_a": [[0.03, -0.38, 0.78], [-0.41, 0.59, -0.81], [-0.88, 0.70, 0.66], [0.29, -0.89, 0.83], [0.22, 0.25, -1.02], [0.18, 0.00, 0.09], [-0.06, 0.64, 0.65], [-0.51, 0.48, 1.49], [1.56, -1.77, -0.20], [0.52, 1.04, -0.22], [0.28, 0.45, 2.46], [-0.79, -0.31, -0.78], [0.03, -0.46, -1.26], [-0.70, -0.86, -0.97], [-0.39, -2.02, 0.28], [-1.48, -1.41, -0.24], [0.09, 1.21, -0.91], [0.11, -1.52, 1.38], [2.64, 2.94, -0.06], [-1.42, -0.07, -1.30], [0.82, -0.07, 0.90], [1.10, 0.40, 1.13], [-0.09, 0.76, 0.03], [0.16, -0.57, 0.44], [0.65, 0.22, -0.47], [-0.58, 0.40, -0.11], [0.82, -0.47, -0.24], [-0.36, -0.30, -0.64], [0.50, -0.67, -0.05], [-0.13, -0.20, 0.13], [-0.48, -0.61, -0.45], [0.08, -0.11, -0.89], [-0.38, 0.28, -0.16], [-0.45, 0.63, 0.06], [-0.86, -0.19, -0.08], [-0.62, -0.29, 0.06], [-0.27, 0.45, -0.60], [0.82, 0.02, -0.04], [0.01, 0.83, -0.04], [0.67, 0.41, -0.33], [-0.49, 0.63, 0.40], [-0.63, -0.22, -0.48], [0.00, 0.68, -0.43], [0.55, -0.11, 0.58], [-0.16, -0.55, 0.47], [-0.46, -0.17, -0.14], [-0.41, -0.01, 0.71], [0.41, -0.12, 0.07], [-0.29, 0.04, -0.05], [-0.11, 0.12, -0.40], [0.04, -0.06, 0.19], [0.51, 0.07, -0.17], [0.04, 0.02, 0.08], [0.04, -0.02, -0.06], [0.22, 0.06, -0.03], [0.10, 0.06, -0.04], [0.07, 0.06, -0.16], [-0.16, -0.04, 0.03], [-0.33, 0.40, -0.16], [-0.41, -0.49, -0.68], [0.38, -0.18, 0.05], [-0.37, 0.23, -0.07], [0.07, 0.11, 0.41], [0.00, -0.04, -0.21], [0.35, 0.05, 0.24], [0.04, -0.06, -0.02], [0.06, 0.04, 0.06], [0.18, -0.12, 0.12], [0.05, -0.03, 0.08], [0.06, 0.08, 0.18], [-0.10, 0.07, -0.08]]
}